# 1
Computed, not measured: an isolated ion of composition C5H6N and charge +1, with wB97M-V/def2-TZVPD.

Cartesian coordinates (Å):
1 C -0.974 0.777 -0.581
2 C -1.229 -1.348 0.009
3 C -2.082 -0.089 -0.287
4 C -0.955 0.080 0.824
5 C 1.324 -0.592 -0.188
6 N -0.114 -0.410 -0.270
7 H -0.852 1.704 -1.116
8 H -3.092 0.223 -0.468
9 H -0.613 0.056 1.876
10 H 1.465 -1.256 0.620
11 H 1.799 -1.067 -1.036
12 H 1.778 0.420 -0.089

Forces on atoms 1 to 6 (eV/Å):
C 1.0 -2.2 0.8
C -1.5 1.6 -0.7
C 0.9 -1.8 -0.9
C 0.3 0.6 1.3
C 0.6 1.5 -0.1
N -0.2 0.8 -2.2

Highest occupied orbital energy ... -14.97 eV
Maximum force ... 2.54 eV/Å
Charge ... +1
DFT total energy ... -6757.9438 eV
Gap between HOMO and LUMO ... 11.06 eV
ΔE to the lowest compared entry with this formula, charge and spin ... 166.81 kcal/mol

=====

# 2
Computed, not measured: an isolated ion of composition C5H6N and charge +1, with wB97M-V/def2-TZVPD.

Cartesian coordinates (Å):
1 C 1.269 -1.087 1.207
2 C 2.161 0.067 -0.471
3 C 0.885 0.717 -0.821
4 C -0.173 0.707 0.225
5 C 0.184 -0.437 1.056
6 N -1.149 -0.426 0.447
7 H 1.640 -1.988 1.603
8 H 1.064 1.567 -1.393
9 H 0.800 -0.391 -1.291
10 H -0.505 1.687 0.513
11 H -2.012 -0.263 0.908
12 H -1.414 -0.996 -0.456

Forces on atoms 1 to 6 (eV/Å):
C 1.9 1.5 -2.0
C -1.1 -0.8 2.2
C 0.7 -3.6 1.0
C 0.7 0.0 0.7
C -1.2 1.4 0.1
N -1.1 -1.9 -3.7

Highest occupied orbital energy (alpha / beta) ... -13.49 / -13.49 eV
Maximum force ... 4.25 eV/Å
Charge ... +1
DFT total energy ... -6755.3119 eV
Gap between HOMO and LUMO (alpha / beta) ... 8.17 / 8.17 eV
ΔE to the lowest compared entry with this formula, charge and spin ... 227.51 kcal/mol